[1]
C3H5NO2 | ωB97M-V/def2-TZVPD

- E_tot: -8775.6878 eV
- 2S+1: 1
- ΔE to the lowest compared entry with this formula, charge and spin: 46.28 kcal per mole
- Orbital gap: 11.3 eV
- Highest occupied orbital energy: -10.9 eV
- LUMO energy: 0.013 Ha

The geometry in XYZ format:
```
11
C3H5NO2 ωB97M-V/def2-TZVPD
O 0.47483 2.23761 0.27510
O 1.81550 -0.20525 0.01968
N -2.41151 -1.38665 -1.46054
C 0.83158 -0.86767 -0.23091
C -1.61414 -0.96239 -0.75024
C -0.56470 -0.46529 0.05470
H 1.21652 1.59793 0.20792
H 0.46640 2.47729 1.21391
H 0.93280 -1.79928 -0.81345
H -0.47140 -1.17325 1.05586
H -0.67586 0.54694 0.42797
```

---

[2]
C5H11NO | ωB97M-V/def2-TZVPD

- E_tot: -8900.4889 eV
- 2S+1: 1
- ΔE to the lowest compared entry with this formula, charge and spin: 27.87 kcal per mole
- Orbital gap: 10.3 eV
- Highest occupied orbital energy: -9.3 eV
- LUMO energy: 0.034 Ha

The geometry in XYZ format:
```
18
C5H11NO ωB97M-V/def2-TZVPD
O 0.59122 -1.51258 1.46415
N 0.27964 0.08734 -0.14075
C 0.08272 0.09535 -1.61819
C -0.48873 1.03464 0.65163
C -1.22543 -0.54351 -2.08523
C 0.33698 1.80101 1.68579
C 0.62481 -1.16358 0.29921
H 1.42086 1.74109 1.58750
H -0.85623 1.79417 -0.03738
H 0.13953 1.30629 2.64884
H 0.98676 -1.91004 -0.42419
H 0.14592 1.13599 -1.96335
H -1.25925 0.43803 1.15004
H -1.68818 -1.05017 -1.24424
H -1.90555 0.23306 -2.42801
H 0.04253 2.83008 1.85144
H -1.07783 -1.34553 -2.81182
H 1.04398 -0.24821 -1.97593
```

---

[3]
C15H21BeClFMgN2NaO11V | ωB97M-V/def2-TZVPD

- E_tot: -92562.5234 eV
- 2S+1: 1
- ΔE to the lowest compared entry with this formula, charge and spin: 0.00 kcal per mole
- Total charge: +1
- Orbital gap: 2.1 eV
- Highest occupied orbital energy: -8.9 eV
- LUMO energy: -0.252 Ha

The geometry in XYZ format:
```
55
C15H21BeClFMgN2NaO11V ωB97M-V/def2-TZVPD
V 5.45431 -0.90088 -5.48045
Cl -2.13582 -2.69058 -0.45802
Mg -3.12318 3.13459 0.41299
Na -2.05714 0.36704 3.16554
F 1.45683 3.76212 4.22349
O 6.25100 -3.48904 -0.49063
O -2.88542 -0.09257 -1.92912
O -0.96453 4.01978 3.02413
O -2.34862 1.74120 -0.83504
O 2.61292 -1.62077 -0.37998
O -5.23373 -1.10620 2.24299
O 6.67113 -0.65878 -2.59964
O -0.37693 4.94583 1.04436
O 6.25109 -1.09346 -3.85617
O 4.74974 -0.70937 -6.89195
O 2.82944 -0.33665 1.43614
N 0.17336 -1.35258 1.84184
N -2.39580 -0.26510 -4.91898
C 0.70401 -0.85897 0.74416
C -1.14621 -1.31609 2.14578
C -2.28079 0.51476 -0.96261
C -6.53564 -2.83029 3.37260
C 0.57563 5.80098 2.99447
C 5.73829 -2.56703 -1.15348
C -1.44347 -0.19755 0.05136
C -0.85784 1.83307 -5.03111
C 2.21258 -0.96207 0.57521
C -0.36083 4.80513 2.28351
C -2.02954 -0.73583 1.21203
C -6.19537 -1.35722 3.28258
C -1.72063 0.66289 -4.95897
C 7.06604 -1.68182 -1.88916
C -0.10125 -0.25549 -0.18663
Be 9.33701 -3.10892 -2.53606
H -1.24397 2.52881 -5.77278
H -0.82247 2.33021 -4.06337
H 5.08283 -2.82933 -2.00842
H -7.09298 -0.76615 3.08493
H 5.21305 -1.73562 -0.60804
H 0.00350 6.40593 3.69721
H 0.79902 -1.79586 2.50283
H -7.25531 -3.01509 4.16950
H -6.96041 -3.18652 2.43241
H 0.14807 1.53219 -5.31527
H 1.06793 6.46515 2.28401
H 1.37567 5.16039 3.57452
H -5.63888 -3.41891 3.56584
H -3.11161 -0.68831 1.37350
H -2.27070 -0.44062 -2.60521
H -1.46252 -1.74734 3.11151
H 7.73338 -1.42430 -1.06096
H -5.61958 -1.40220 1.41159
H 7.57381 -2.53588 -2.41610
H 0.34405 0.16975 -1.06715
H -5.75355 -1.00645 4.21427
```

---

[4]
C3H7N | ωB97M-V/def2-TZVPD

- E_tot: -4712.7262 eV
- 2S+1: 1
- ΔE to the lowest compared entry with this formula, charge and spin: 33.00 kcal per mole
- Orbital gap: 11.2 eV
- Highest occupied orbital energy: -10.0 eV
- LUMO energy: 0.043 Ha

The geometry in XYZ format:
```
11
C3H7N ωB97M-V/def2-TZVPD
N 0.67005 -2.24685 0.01594
C -0.14495 1.85139 -0.00597
C 0.03770 3.10378 -0.39581
C -0.46982 -2.56786 0.43765
H 1.14060 -3.00409 -0.47581
H 0.65909 1.13233 -0.13036
H -1.04117 -1.84066 1.00880
H 0.97772 3.39672 -0.85814
H -0.74418 3.84717 -0.29056
H -1.01796 1.43537 0.49050
H -0.95828 -3.53048 0.24905
```

---

[5]
C3H6BNO2 | ωB97M-V/def2-TZVPD

- E_tot: -9470.5885 eV
- 2S+1: 1
- ΔE to the lowest compared entry with this formula, charge and spin: 30.48 kcal per mole
- Orbital gap: 10.0 eV
- Highest occupied orbital energy: -10.0 eV
- LUMO energy: 0.000 Ha

The geometry in XYZ format:
```
13
C3H6BNO2 ωB97M-V/def2-TZVPD
O 1.10803 -0.54377 1.59961
O 2.05829 0.94523 -0.02661
N -1.12589 -2.72251 0.30963
C -0.80583 -1.71835 -0.11294
C -0.48541 -0.44796 -0.68724
C -1.38014 0.83191 -0.63448
B 1.10890 0.01342 0.33903
H -0.74886 1.42147 -1.16871
H 1.53912 -0.00309 2.31251
H 2.88423 0.99779 0.44834
H -1.73419 1.10099 0.47762
H -0.12031 -0.50209 -1.65855
H -2.29796 0.62696 -1.19822
```

---

[6]
C6H19NO4 | ωB97M-V/def2-TZVPD

- E_tot: -16208.7804 eV
- 2S+1: 1
- ΔE to the lowest compared entry with this formula, charge and spin: 61.07 kcal per mole
- Orbital gap: 9.2 eV
- Highest occupied orbital energy: -8.7 eV
- LUMO energy: 0.022 Ha

The geometry in XYZ format:
```
30
C6H19NO4 ωB97M-V/def2-TZVPD
O -2.27574 1.27716 -2.49057
O 0.78180 2.15385 -2.35822
O -2.91340 -0.49471 -0.09957
O 0.00416 -2.46941 2.02640
N 1.12384 -0.75352 -0.16960
C 0.92385 1.59715 -1.06787
C 0.89313 -1.37105 2.17297
C 0.57207 -0.34913 1.12040
C 0.77156 0.09981 -1.28574
C 0.33977 3.50760 -2.41167
C 0.27295 -3.47845 2.99343
H -2.63144 0.69924 -1.79821
H 0.44053 -3.03763 3.97463
H -3.22463 -0.49116 0.81268
H 1.46089 -0.10807 -2.11357
H -0.19781 -0.19347 -1.70506
H 0.11846 1.96223 -0.41485
H 0.53710 3.80210 -3.43637
H 0.94144 4.12642 -1.73842
H 1.88605 1.85618 -0.62013
H -2.35759 -1.28222 -0.16770
H -1.38421 1.49042 -2.19257
H 0.93514 0.63634 1.42801
H 1.11591 -4.09827 2.67492
H 0.95518 -1.73690 -0.30294
H -0.59037 -4.14448 3.00899
H -0.70684 3.59113 -2.11524
H -0.51862 -0.21033 1.04209
H 0.77957 -0.92573 3.17037
H 1.94726 -1.65508 2.06342
```

---

[7]
C16H32BF5N2O5 | ωB97M-V/def2-TZVPD

- E_tot: -44592.5461 eV
- 2S+1: 1
- Orbital gap: 7.9 eV
- Highest occupied orbital energy: -8.2 eV
- LUMO energy: -0.010 Ha

The geometry in XYZ format:
```
61
C16H32BF5N2O5 ωB97M-V/def2-TZVPD
F -3.26170 -4.21001 2.60853
F -3.91856 -5.69983 1.17853
F -5.20097 -4.01995 1.66407
F -4.26249 -2.72388 -0.18682
F -3.06914 -4.44854 -0.73075
O -1.00396 -0.74080 0.89100
O -1.34784 -0.14770 -1.49485
O -1.46444 -2.40927 -0.69573
O 1.61970 -0.49550 0.26417
O 3.38200 3.21980 -3.03021
N -0.99292 -3.57782 1.24961
N 2.83146 1.15396 -1.39903
C 4.06506 3.20456 -1.79700
C 3.27853 2.42419 -0.74476
C -1.88883 2.41668 0.87094
C -2.22250 -1.38314 1.16744
C 2.79347 -1.19519 0.67502
C -3.86199 -0.78251 2.89446
C 2.46552 -2.34640 1.61497
C -2.70630 -1.34614 2.57376
C 0.86076 -1.21685 -0.76206
C -1.07620 1.19454 -1.23095
C -1.99694 -2.78000 0.54119
C 2.59617 4.37621 -3.31148
C -3.30260 -3.55540 0.25774
C -3.92684 -4.38314 1.45217
C -2.23555 1.93787 -0.53914
C 2.05228 3.14689 -0.21233
B -0.78535 -1.09482 -0.53515
H -0.85258 1.69186 -2.18757
H 3.00132 5.25550 -2.80703
H -1.30057 3.33827 0.82858
H -2.45532 2.82412 -1.14196
H 2.11935 0.62982 -0.80869
H -0.24586 -3.70518 0.57835
H 1.08771 -0.77210 -1.74587
H 1.27145 3.22359 -0.96937
H 2.36281 -3.29411 1.09064
H 3.60536 0.51039 -1.55696
H 1.20280 -2.25335 -0.81800
H -2.09275 -1.79124 3.35072
H -1.29783 1.66733 1.39914
H 3.35011 -1.53517 -0.21003
H 1.63020 2.61456 0.63978
H 5.02340 2.70870 -1.97730
H -0.18884 1.29923 -0.58628
H -1.31330 -4.50686 1.49033
H 1.50478 -2.12168 2.08064
H -4.31944 -0.07869 2.20810
H 3.39543 -0.45469 1.21030
H -3.12047 1.30434 -0.55502
H 3.93180 2.14137 0.08150
H -2.99161 -0.90011 0.54979
H 1.55673 4.23326 -3.01034
H 2.32311 4.15161 0.11108
H -4.40475 -1.03585 3.79539
H 3.21060 -2.43061 2.40368
H -2.77476 2.63326 1.46876
H 2.45471 1.38412 -2.32209
H 4.27655 4.21420 -1.43695
H 2.63001 4.53629 -4.38667
```

---

[8]
C27H87F3O23 | ωB97M-V/def2-TZVPD

- E_tot: -84634.4221 eV
- 2S+1: 1
- ΔE to the lowest compared entry with this formula, charge and spin: 163.61 kcal per mole
- Orbital gap: 9.6 eV
- Highest occupied orbital energy: -9.3 eV
- LUMO energy: 0.009 Ha

The geometry in XYZ format:
```
140
C27H87F3O23 ωB97M-V/def2-TZVPD
F 0.60739 -3.32834 -6.51059
F -0.85495 -4.60874 -3.13511
F 0.24806 -5.89870 -5.07427
O -5.34907 6.45369 8.00924
O 2.08455 -1.52248 -4.06617
O 9.25923 -0.53941 -1.92268
O -3.82822 -0.93886 -7.58224
O -4.05152 6.23979 1.37953
O -3.03079 10.25408 6.44120
O -1.89599 4.79782 12.15281
O -4.90939 3.85204 4.87913
O 0.26921 -1.93849 3.35614
O 1.12962 2.37761 3.59026
O -2.40298 -7.28680 -5.06382
O 1.87278 -1.16447 -1.44331
O -2.53704 -1.78618 -11.43555
O 1.74697 -1.98963 -0.44237
O -1.04048 3.43830 4.30038
O 4.46305 1.73131 7.77724
O -2.85588 4.03567 7.73605
O 8.01733 -1.91135 -4.04439
O -2.94528 -3.14299 -1.85431
O 3.42244 -0.56285 1.15114
O 3.73247 -10.43092 -6.93708
O 5.72422 -1.09485 -4.14384
O 2.45093 -7.84881 -4.74076
C 4.51936 -1.82992 -4.57643
C -3.13641 4.39471 12.70341
C 3.18449 -0.83984 -4.76452
C -0.28362 -0.62057 -4.75890
C -0.28099 -0.74598 3.88480
C -3.56388 -1.78517 -8.68594
C 3.44395 -7.31367 -5.59622
C -4.35605 6.98883 7.15378
C 0.98422 -0.60917 -3.72077
C 2.00117 2.77710 4.63195
C 6.66248 -1.95759 -3.40886
C -1.98433 4.43516 8.77773
C 8.74501 0.77962 -1.92822
C -6.14981 3.44893 5.42972
C -0.29300 -4.62516 -4.51939
C 0.55958 -0.99106 -2.14916
C -1.13864 -2.01871 -4.80128
C -3.97188 4.86926 1.72536
C -2.54209 -3.09946 -11.96431
C 4.63865 -10.02016 -7.94426
C -3.87322 -4.12563 -2.27580
C -3.58099 11.44659 6.96986
C -2.45927 -8.10778 -6.21583
C 3.28304 0.61029 1.93127
C -0.28132 -3.33679 -5.28972
C -1.59069 4.63081 4.82904
C 3.82133 0.47386 7.67098
H -1.62080 -2.22233 -3.74314
H -3.61729 5.24960 13.18525
H -4.36314 8.07941 7.22319
H -3.95035 4.77813 2.81387
H 0.52230 -0.03710 4.09993
H -3.77773 4.02360 11.90055
H -2.90202 -1.20077 -12.12069
H -1.03222 4.74924 8.34361
H 2.64673 -0.61155 0.56699
H -6.63069 4.30382 5.91157
H 1.59546 -7.49756 -5.04097
H -3.37868 6.61254 7.46488
H 8.42937 1.04221 -0.91578
H -2.28849 5.06252 4.10728
H -2.13644 -3.78509 -11.21667
H -3.61119 -5.08944 -1.83256
H -4.42023 -0.23483 -7.89720
H -1.92056 -3.13402 -12.86251
H 3.97964 0.06647 6.66946
H -3.00096 -3.09440 -0.88484
H -1.81399 3.59402 9.45429
H 7.88560 0.83386 -2.60107
H 5.41093 1.58272 7.61979
H -4.36210 4.17627 5.61444
H -2.89870 -2.59028 -8.36507
H 9.53086 -0.74416 -2.83352
H 3.24768 1.48328 1.27500
H -0.11153 -0.17338 -1.64783
H 2.95327 3.09118 4.19783
H -2.56394 10.49305 5.62250
H -4.50083 -2.21312 -9.05071
H 4.14169 0.69551 2.60139
H 6.35885 -3.09645 -3.37568
H 2.36642 0.54866 2.52310
H 4.95487 -10.89562 -8.51626
H 0.73606 -1.69952 2.53743
H -3.45708 -8.54628 -6.29126
H 4.42132 -7.68996 -5.28512
H -0.97880 -0.31427 3.16304
H -2.01533 -1.87097 -5.59742
H -5.98410 2.65192 6.15868
H -3.83594 -4.20568 -3.36476
H -4.55351 6.67725 6.12519
H 4.24929 -2.61854 -3.72182
H -6.20454 6.80494 7.70903
H 8.35097 -2.86377 -3.99030
H -3.05794 4.43963 1.30778
H -3.08015 -1.21028 -9.47951
H 1.56438 -2.91808 -0.78891
H -0.78739 5.33969 5.04418
H 0.07453 -2.05871 -2.19207
H -1.04007 0.22069 -4.37922
H -1.71807 -8.90641 -6.13184
H 2.75055 0.60570 7.84323
H -2.97070 3.59770 13.43236
H 9.52271 1.47346 -2.25659
H -0.81461 -0.98003 4.80897
H 3.40054 0.25334 -4.40669
H 5.51252 -9.55473 -7.48170
H 4.22769 -0.20828 8.42185
H 3.46965 -9.63364 -6.44657
H -3.56684 -3.39200 -12.20591
H 4.69798 -2.48655 -5.55205
H 1.55845 3.61376 5.17790
H -2.26082 -7.50396 -7.10470
H -4.27880 11.87830 6.24810
H 3.43686 -6.22309 -5.52681
H -4.88022 -3.83286 -1.96841
H -1.34870 5.12205 12.88812
H -2.42705 5.27182 9.32368
H 0.29398 2.10459 4.00561
H 4.14503 -9.31003 -8.61218
H -2.77770 12.15547 7.18500
H 1.36523 0.51629 -3.67097
H 6.71045 -1.60754 -2.27482
H 0.09542 -0.25179 -5.80864
H 3.24649 -7.62525 -6.62481
H 2.94842 -0.85804 -5.92835
H -4.84617 4.34266 1.33501
H -1.50677 -6.91196 -5.02344
H -4.11461 11.21254 7.89403
H 2.17150 1.93596 5.30851
H -2.12430 4.39676 5.75321
H -4.06896 6.28908 0.40865
H -3.69151 3.76265 8.15139
H -0.57363 3.67727 3.48168
H -6.79114 3.07782 4.62686
```

---

Q: What is the formula in the seventh record?
A: C16H32BF5N2O5

---

Repeat the sixth record exactly.
C6H19NO4 | ωB97M-V/def2-TZVPD

- E_tot: -16208.7804 eV
- 2S+1: 1
- ΔE to the lowest compared entry with this formula, charge and spin: 61.07 kcal per mole
- Orbital gap: 9.2 eV
- Highest occupied orbital energy: -8.7 eV
- LUMO energy: 0.022 Ha

The geometry in XYZ format:
```
30
C6H19NO4 ωB97M-V/def2-TZVPD
O -2.27574 1.27716 -2.49057
O 0.78180 2.15385 -2.35822
O -2.91340 -0.49471 -0.09957
O 0.00416 -2.46941 2.02640
N 1.12384 -0.75352 -0.16960
C 0.92385 1.59715 -1.06787
C 0.89313 -1.37105 2.17297
C 0.57207 -0.34913 1.12040
C 0.77156 0.09981 -1.28574
C 0.33977 3.50760 -2.41167
C 0.27295 -3.47845 2.99343
H -2.63144 0.69924 -1.79821
H 0.44053 -3.03763 3.97463
H -3.22463 -0.49116 0.81268
H 1.46089 -0.10807 -2.11357
H -0.19781 -0.19347 -1.70506
H 0.11846 1.96223 -0.41485
H 0.53710 3.80210 -3.43637
H 0.94144 4.12642 -1.73842
H 1.88605 1.85618 -0.62013
H -2.35759 -1.28222 -0.16770
H -1.38421 1.49042 -2.19257
H 0.93514 0.63634 1.42801
H 1.11591 -4.09827 2.67492
H 0.95518 -1.73690 -0.30294
H -0.59037 -4.14448 3.00899
H -0.70684 3.59113 -2.11524
H -0.51862 -0.21033 1.04209
H 0.77957 -0.92573 3.17037
H 1.94726 -1.65508 2.06342
```